{"formula": "C40H97N3O15S4", "method": "ωB97M-V/def2-TZVPD", "homo_energy_ev": [0.195, -7.088], "lumo_ev": [1.80, 1.77], "spin_multiplicity": 2, "charge": -1, "elements": ["S", "S", "S", "S", "O", "O", "O", "O", "O", "O", "O", "O", "O", "O", "O", "O", "O", "O", "O", "N", "N", "N", "C", "C", "C", "C", "C", "C", "C", "C", "C", "C", "C", "C", "C", "C", "C", "C", "C", "C", "C", "C", "C", "C", "C", "C", "C", "C", "C", "C", "C", "C", "C", "C", "C", "C", "C", "C", "C", "C", "C", "C", "H", "H", "H", "H", "H", "H", "H", "H", "H", "H", "H", "H", "H", "H", "H", "H", "H", "H", "H", "H", "H", "H", "H", "H", "H", "H", "H", "H", "H", "H", "H", "H", "H", "H", "H", "H", "H", "H", "H", "H", "H", "H", "H", "H", "H", "H", "H", "H", "H", "H", "H", "H", "H", "H", "H", "H", "H", "H", "H", "H", "H", "H", "H", "H", "H", "H", "H", "H", "H", "H", "H", "H", "H", "H", "H", "H", "H", "H", "H", "H", "H", "H", "H", "H", "H", "H", "H", "H", "H", "H", "H", "H", "H", "H", "H", "H", "H"], "xyz": [[16.005, -25.156, 1.103], [11.969, -19.683, 0.264], [10.974, -25.887, 3.737], [15.710, -29.118, 8.554], [7.711, -30.529, 2.768], [14.849, -20.232, 8.209], [6.591, -19.616, 4.202], [15.950, -30.514, 8.747], [10.486, -23.658, 8.421], [10.948, -31.705, 4.334], [11.998, -25.111, 3.068], [12.970, -18.590, 0.163], [16.754, -28.279, 9.121], [6.923, -23.253, -0.836], [17.386, -24.817, 0.791], [14.967, -24.973, 0.141], [10.560, -19.276, 0.410], [10.565, -27.235, 3.411], [10.325, -29.932, 9.899], [8.840, -21.394, 3.240], [14.150, -21.361, 5.521], [11.593, -29.978, 2.366], [8.828, -20.950, 4.639], [14.021, -22.159, 6.758], [10.979, -24.960, 10.360], [12.294, -20.732, 1.684], [14.046, -28.531, 9.271], [10.511, -32.446, 5.468], [13.175, -27.977, 8.029], [16.196, -25.389, 3.842], [12.263, -21.096, -0.942], [8.639, -24.366, 9.759], [4.795, -24.099, -0.541], [9.799, -26.017, 6.115], [12.336, -22.168, 1.127], [15.923, -26.839, 1.667], [8.714, -28.972, 11.502], [10.278, -20.869, 5.119], [15.167, -28.874, 6.733], [12.990, -22.193, -0.244], [16.355, -26.743, 3.195], [13.550, -19.819, 8.662], [13.634, -28.876, 6.845], [14.295, -23.581, 6.278], [11.170, -25.868, 5.500], [12.011, -30.805, 4.632], [12.596, -30.486, 3.270], [8.882, -25.052, 5.476], [10.086, -23.926, 9.814], [14.964, -21.556, 7.814], [8.017, -19.604, 4.588], [13.612, -29.270, 3.363], [5.342, -30.083, 2.864], [9.445, -24.818, 3.962], [15.617, -24.410, 2.715], [8.954, -29.565, 10.113], [6.252, -24.425, -0.967], [8.399, -28.715, 9.097], [6.760, -29.527, 3.065], [7.103, -28.875, 4.348], [5.755, -20.461, 5.000], [7.067, -25.357, 0.018], [10.889, -21.686, 4.734], [14.297, -29.362, 4.206], [9.052, -24.182, 6.109], [8.339, -21.748, 5.197], [12.794, -20.454, -1.644], [15.284, -23.659, 5.827], [10.010, -22.991, 10.369], [14.433, -20.409, 5.703], [12.796, -23.192, -0.635], [12.989, -21.985, 7.062], [13.149, -29.836, 7.028], [5.822, -20.035, 6.001], [4.731, -23.735, 0.484], [17.310, -27.246, 3.348], [13.020, -28.391, 3.618], [10.755, -25.328, 11.362], [13.659, -23.802, 5.421], [14.265, -24.238, 7.147], [5.092, -30.328, 1.832], [8.040, -23.750, 9.088], [7.880, -21.485, 2.937], [16.276, -27.731, 1.149], [11.220, -21.388, -1.063], [8.376, -30.473, 9.940], [11.509, -24.849, 5.685], [10.305, -33.486, 5.215], [15.691, -29.606, 6.118], [7.073, -29.676, 5.087], [13.096, -31.350, 2.834], [6.112, -21.487, 5.090], [14.147, -29.027, 2.445], [14.072, -22.110, -0.138], [8.077, -28.418, 4.174], [12.879, -19.500, 7.865], [12.823, -22.884, 1.789], [8.543, -29.044, 8.067], [6.267, -28.210, 4.563], [12.003, -24.594, 10.433], [13.426, -26.922, 7.918], [15.975, -21.875, 7.560], [9.101, -20.671, 2.585], [7.644, -28.827, 11.654], [9.165, -27.980, 11.496], [5.295, -30.994, 3.460], [12.969, -20.540, 9.238], [15.737, -25.551, 4.818], [9.509, -26.974, 5.680], [7.706, -30.626, 1.813], [6.968, -26.432, -0.134], [9.746, -26.062, 7.202], [7.059, -28.859, 2.257], [11.944, -26.590, 5.760], [7.335, -28.527, 9.239], [13.614, -29.347, 9.850], [14.839, -26.946, 1.645], [9.586, -31.909, 5.678], [11.446, -23.641, 8.400], [11.029, -25.923, 9.850], [10.916, -30.689, 2.602], [11.197, -32.389, 6.313], [13.732, -18.988, 9.343], [9.281, -29.337, 12.358], [8.749, -24.997, 3.143], [17.146, -25.043, 4.250], [8.095, -24.995, 0.004], [11.680, -29.835, 5.004], [8.644, -18.923, 4.012], [8.114, -24.464, 10.709], [10.243, -30.835, 10.216], [13.351, -21.428, 4.906], [10.719, -19.950, 4.731], [7.882, -25.485, 5.509], [8.450, -25.355, 9.340], [7.083, -23.077, -1.766], [13.194, -28.593, 5.889], [13.292, -20.605, 2.105], [12.766, -31.264, 5.270], [16.044, -23.408, 2.675], [11.540, -20.734, 2.471], [14.528, -24.445, 2.753], [8.153, -19.073, 5.530], [6.254, -24.585, -2.045], [12.086, -27.981, 8.056], [4.527, -29.493, 3.283], [9.626, -23.743, 3.956], [4.235, -23.368, -1.123], [14.750, -22.099, 8.735], [6.751, -25.148, 1.040], [10.094, -20.859, 6.193], [4.342, -25.087, -0.453], [11.111, -29.161, 2.714], [15.760, -27.466, 3.754], [8.915, -27.765, 9.234], [15.636, -27.905, 6.562], [11.384, -22.652, 0.912], [4.701, -20.339, 4.748], [14.441, -27.771, 9.945]], "forces_ev_per_a": [[2.392, -0.973, 0.581], [0.087, 1.282, 2.310], [-2.387, 2.236, 2.123], [-1.166, 0.650, 0.160], [0.574, -1.473, 0.538], [-0.611, 1.258, -0.791], [1.775, -0.639, -0.618], [-0.446, -1.303, -0.068], [-0.930, 0.003, 0.842], [1.203, -0.498, 0.635], [0.009, -0.980, -0.216], [-1.380, -2.097, -0.389], [-0.726, 0.360, -1.140], [1.882, 3.237, -1.073], [-0.783, 0.153, -0.011], [-0.627, 0.757, -0.572], [1.319, -0.664, -1.024], [0.338, 0.058, -0.921], [-0.581, 0.112, 0.056], [-0.439, -1.114, -0.738], [0.886, 0.277, -0.249], [-1.057, -1.756, -0.269], [-0.691, 0.357, -2.445], [-0.111, 1.855, -1.863], [1.348, -0.988, 1.396], [0.495, -1.933, 0.361], [0.291, 0.354, -1.211], [-0.939, 1.022, -0.405], [1.748, -0.720, 0.517], [1.016, 0.930, -0.791], [-0.195, 2.216, 0.218], [-1.131, -0.858, -0.750], [0.331, -1.801, 0.870], [0.645, -2.975, -0.950], [-0.144, -0.954, -0.013], [-1.052, 0.324, 2.405], [0.657, 0.997, -0.309], [-1.535, 0.963, 0.194], [0.681, 0.206, 2.101], [0.624, -0.183, 0.985], [-0.044, -2.571, -0.786], [0.384, 0.206, 0.224], [-0.076, 0.754, -0.140], [0.578, 0.480, 0.957], [1.264, 0.985, 0.515], [0.182, -0.286, -1.494], [2.432, 3.071, -0.097], [0.747, 0.367, -1.476], [-1.462, -0.080, -1.646], [-0.695, -2.730, 0.955], [0.189, -0.059, 2.019], [-0.462, -0.789, 0.945], [0.064, -0.181, 0.984], [-0.759, 0.012, 1.095], [-0.197, -1.245, 0.975], [-0.351, -2.201, 1.455], [-1.441, -0.682, 1.783], [0.072, 2.641, -1.615], [-0.093, 0.304, -2.690], [-0.824, -0.674, -0.001], [1.065, 1.249, 1.187], [-1.091, 0.038, -0.621], [-0.310, -0.284, 0.357], [0.397, -0.264, -0.228], [-0.812, 0.725, -0.587], [-0.227, 0.160, 0.156], [-0.372, -0.872, -1.031], [0.296, 0.367, 0.352], [0.916, 0.107, 0.143], [-0.364, 0.150, -0.107], [0.055, 0.218, -0.497], [-0.220, -0.698, 0.658], [0.731, -0.423, 0.102], [-0.083, -0.213, 0.532], [0.591, 0.181, 0.116], [0.582, 0.727, -0.326], [-0.180, 0.156, -0.144], [-0.424, 0.556, 0.458], [-0.562, -0.357, 0.442], [-0.432, -0.652, -0.319], [0.238, 0.055, -0.017], [0.089, 0.556, 0.202], [-0.478, -0.540, 0.067], [0.697, 0.741, -0.389], [0.109, 0.115, -1.046], [-0.097, -0.654, 0.799], [0.537, 0.051, 0.193], [0.089, 0.078, -0.164], [-0.327, -0.228, 0.209], [0.495, 0.214, 0.449], [-0.153, -0.133, -0.015], [-0.277, -0.151, -0.472], [-0.110, -0.444, -0.024], [0.033, 0.423, -0.401], [-0.097, 0.171, 0.764], [0.212, 0.098, -0.370], [0.112, 0.283, 0.263], [0.140, -0.229, 0.093], [0.450, 0.511, 0.271], [0.234, 0.062, -0.102], [0.309, 0.043, -0.283], [0.319, 0.890, -0.156], [0.783, 0.545, 0.179], [0.068, -0.235, 0.410], [-0.230, 0.514, -0.405], [0.053, -0.339, -0.139], [0.436, -0.647, 0.038], [-1.365, 0.599, -0.532], [-0.320, -0.707, 0.729], [0.183, -0.230, 0.026], [0.153, 0.030, -0.148], [0.292, 0.188, -0.132], [-1.112, 1.150, 0.000], [-0.095, -0.003, 0.270], [-0.020, -0.082, 0.152], [-0.055, -0.044, -0.295], [-0.240, -0.186, 0.172], [-0.342, -0.603, 0.927], [0.515, 0.092, 0.071], [-0.261, 0.297, -0.849], [-1.198, -0.242, -1.203], [0.069, -0.006, -0.044], [-0.009, 0.133, -0.187], [-0.501, -1.113, -0.117], [-0.105, -0.324, 0.195], [0.420, 0.337, -0.815], [0.038, -0.455, -0.419], [-0.467, -0.107, 0.624], [-0.745, -0.138, -1.201], [0.347, 0.554, 0.379], [1.057, -0.247, -0.053], [-0.077, 0.245, 0.155], [0.188, 0.229, 0.359], [-0.142, 0.633, -0.075], [0.681, -0.360, -0.231], [0.681, 1.284, 0.395], [0.086, 0.470, 0.086], [-0.041, 0.714, -0.034], [-0.064, -0.037, 0.271], [-0.217, -0.063, 0.247], [-0.063, 0.766, -0.218], [-0.072, 0.456, 0.069], [-0.726, -0.203, 0.847], [-0.100, -1.582, 0.070], [0.043, -0.491, 0.793], [0.166, 0.530, -0.169], [0.823, -0.134, -0.627], [0.261, -0.402, -0.520], [-0.044, -0.785, 0.163], [-0.365, 0.073, 0.017], [1.313, 0.061, 0.257], [-0.919, 0.075, -0.435], [0.497, 0.594, 0.299], [-0.635, 0.031, -0.225], [-0.143, 0.535, -0.539], [-0.550, 0.320, -0.477], [-0.660, 0.558, 0.641], [0.289, -0.259, -0.696], [-0.524, 0.206, -0.009]]}